No. 1
Density functional theory data (the ωB97M-V functional and the def2-TZVPD basis) for a molecular structure, C34H37AsN4ORhS2Si.

```
81
Properties=species:S:1:pos:R:3:forces:R:3
Rh 0.25772 -0.25614 0.07315 -0.07 0.00 -0.02
N 0.91699 0.10108 2.09185 0.00 0.01 -0.07
N 2.29698 -0.10182 2.27515 -0.01 0.03 0.10
C 3.12605 -0.25837 1.22627 0.14 -0.02 -0.05
N 4.43386 -0.27320 1.50934 -0.05 0.01 -0.02
S 2.59446 -0.45262 -0.36510 -0.01 0.00 0.05
H 0.68840 1.07654 2.29556 -0.02 -0.01 0.02
H 0.40804 -0.50944 2.73261 0.00 0.01 0.01
H 2.66917 0.13164 3.18466 0.00 -0.01 -0.01
H 4.79532 -0.14704 2.43959 0.00 0.00 0.00
H 5.08803 -0.41774 0.75948 0.00 0.00 0.00
C -1.82893 -2.13847 -3.77492 -0.08 -0.04 0.01
Si -0.21857 -1.38332 -3.17807 0.00 -0.03 -0.03
C 0.61451 -0.51414 -4.60443 0.07 0.02 -0.06
C 0.85778 -2.81623 -2.67162 0.02 -0.03 -0.06
N -0.39012 -0.26107 -1.85253 0.10 -0.03 0.06
C -0.90244 0.99498 -2.15976 -0.10 -0.04 0.03
C -1.85711 1.22599 -3.15594 -0.06 0.07 -0.10
C -2.28796 2.50730 -3.47096 0.02 -0.06 -0.03
C -1.79282 3.61140 -2.79805 0.03 0.00 0.06
C -0.86872 3.41666 -1.77733 -0.03 0.03 -0.02
C -0.47614 2.13403 -1.47730 0.02 0.05 0.01
O 0.46301 1.86600 -0.44702 -0.07 -0.05 -0.08
C 0.50986 2.71851 0.64745 0.08 0.09 0.10
C 1.76447 3.14063 1.05532 -0.03 -0.01 -0.01
C 1.87707 3.88069 2.22688 0.01 0.02 0.01
C 0.74564 4.19261 2.96774 -0.01 0.01 -0.02
C -0.50658 3.77410 2.53000 0.01 0.00 0.01
C -0.63626 3.03274 1.36406 -0.03 0.01 0.03
H -1.63056 -3.13969 -4.16764 -0.02 -0.01 0.00
H -2.30133 -1.57024 -4.57794 0.01 0.02 0.00
H -2.55169 -2.23619 -2.96178 0.01 -0.01 -0.02
H 0.68334 -1.18666 -5.46346 0.01 0.01 0.00
H 1.62906 -0.21362 -4.33058 0.00 0.01 -0.02
H 0.07524 0.37859 -4.92335 0.02 -0.01 0.00
H 1.11243 -3.36064 -3.58598 0.00 0.00 0.02
H 0.34650 -3.52519 -2.02140 -0.02 -0.03 -0.01
H 1.79273 -2.51637 -2.20101 0.04 0.02 -0.02
H -2.27550 0.38025 -3.68387 -0.01 0.03 0.01
H -3.02617 2.63711 -4.25137 -0.01 0.00 0.00
H -2.12471 4.60963 -3.04489 0.00 0.00 0.00
H -0.47103 4.25651 -1.22207 0.00 -0.01 0.00
H 2.62590 2.89311 0.44775 0.00 -0.01 0.01
H 2.85029 4.22801 2.54891 0.00 0.00 0.00
H 0.83392 4.77576 3.87416 0.00 0.00 0.00
H -1.39109 4.02426 3.10045 0.00 0.00 0.00
H -1.60285 2.69013 1.01508 0.04 0.05 0.00
S -1.99595 0.03001 0.64632 -0.02 -0.05 0.03
C -2.76189 -1.41242 -0.03512 -0.02 0.03 -0.03
C -4.06048 -1.36304 -0.53050 -0.03 0.04 0.02
C -4.66006 -2.51532 -1.02127 -0.02 0.02 0.00
C -3.97736 -3.72301 -1.04201 0.04 -0.03 0.03
C -2.67691 -3.78409 -0.55827 -0.02 0.02 -0.03
C -2.08812 -2.63571 -0.05232 0.01 -0.05 -0.02
As -0.33480 -2.46179 0.68416 0.03 -0.05 0.01
C -0.58235 -2.56275 2.61067 0.03 0.00 0.00
C -1.82118 -2.35253 3.20452 -0.02 0.01 0.02
C -1.94415 -2.41682 4.58636 0.01 -0.01 0.00
C -0.83349 -2.67546 5.37737 0.00 0.02 -0.01
C 0.40653 -2.88325 4.78746 0.00 -0.02 -0.02
C 0.53182 -2.83555 3.40542 -0.03 -0.02 0.02
C 0.68492 -4.08850 0.48895 0.04 0.01 0.01
C 0.08528 -5.27044 0.92080 0.01 0.00 0.01
C 0.79721 -6.45951 0.88438 -0.01 0.01 0.02
C 2.11432 -6.46717 0.44541 -0.01 -0.01 0.00
C 2.72120 -5.28542 0.04919 0.00 0.02 -0.04
C 2.00753 -4.09458 0.06530 0.02 -0.01 0.06
H -4.58977 -0.41897 -0.54604 -0.01 -0.01 0.01
H -5.66751 -2.46245 -1.41310 0.00 0.00 0.01
H -4.44889 -4.60990 -1.44246 0.01 0.00 -0.01
H -2.12722 -4.71513 -0.59884 0.01 -0.02 0.01
H -2.68938 -2.14295 2.59381 0.00 0.00 0.00
H -2.91265 -2.26566 5.04431 0.00 0.00 0.00
H -0.93614 -2.72662 6.45315 0.00 0.00 0.00
H 1.27053 -3.10693 5.39988 0.00 0.00 0.00
H 1.49357 -3.04043 2.94641 0.00 0.00 -0.01
H -0.92716 -5.26647 1.30709 -0.01 0.01 -0.01
H 0.32712 -7.37733 1.21149 -0.01 0.00 -0.01
H 2.66917 -7.39562 0.41932 0.00 0.00 0.01
H 3.74970 -5.29009 -0.28721 0.00 0.00 0.01
H 2.48119 -3.17701 -0.25523 0.00 -0.02 0.02
```
Positions in Å, forces in eV/Å.

total charge	+1
frontier orbital gap	6.6	eV
HOMO level	-9.416	eV
relative energy (zero: lowest compared OMol25 entry of this formula, charge and spin)	0.0	kJ/mol

No. 2
Density functional theory data (the ωB97M-V functional and the def2-TZVPD basis) for a molecular structure, C34H37BIrN10S2.

```
85
Properties=species:S:1:pos:R:3:forces:R:3
Ir 0.08020 0.07247 0.22832 -0.21 0.95 -1.44
C 4.18157 2.07617 -5.10993 0.03 0.02 0.02
C 2.97499 1.70970 -4.30490 -0.11 -0.01 0.06
C 1.80842 2.47801 -4.34088 0.10 -0.04 -0.06
C 0.73087 2.16016 -3.54948 -0.12 -0.04 0.16
C 0.75073 1.06486 -2.65715 0.20 0.13 -0.30
N -0.30243 0.83905 -1.80075 0.40 -0.49 1.42
C -1.58520 1.04460 -2.24027 -0.20 -0.04 -0.15
C -1.91551 0.81731 -3.59612 0.14 0.03 0.02
C -3.19301 0.96511 -4.07543 -0.10 0.08 -0.01
C -4.24303 1.31328 -3.22152 0.12 0.05 -0.01
C -5.64556 1.45741 -3.72808 0.02 -0.05 0.00
C -3.94243 1.50566 -1.87598 0.00 0.05 0.03
C -2.65101 1.40825 -1.38483 0.01 -0.07 -0.02
N -2.45075 1.82930 -0.04413 -0.10 0.09 -0.17
C -3.09286 2.86501 0.55050 0.03 0.04 0.17
C -2.62622 2.96545 1.83653 -0.02 -0.04 -0.06
C -1.67736 1.94684 1.95124 -0.19 0.10 0.02
N -1.58890 1.26362 0.81853 1.02 -0.76 -0.04
C 1.92864 0.28855 -2.63156 -0.02 0.09 0.01
C 2.99986 0.61382 -3.44355 0.03 -0.04 -0.01
N 2.04002 -0.88368 -1.84099 0.14 0.00 -0.19
C 2.63722 -2.03872 -2.20871 -0.03 -0.06 0.09
C 2.77618 -2.82108 -1.08722 0.03 0.06 0.01
C 2.23551 -2.05997 -0.05051 0.31 0.00 -0.09
N 1.81636 -0.88112 -0.50783 -1.05 -0.12 0.75
H 3.90732 2.60561 -6.02029 0.00 -0.02 -0.01
H 4.76900 1.19716 -5.36939 -0.01 0.00 -0.03
H 4.82628 2.73860 -4.52684 0.00 0.00 -0.01
H 1.75792 3.34485 -4.98742 -0.01 0.00 0.00
H -0.14808 2.79183 -3.56133 0.00 0.01 -0.01
H -1.13011 0.48152 -4.25976 -0.02 -0.01 0.00
H -3.39652 0.78030 -5.12299 0.02 0.00 0.00
H -5.64984 1.83416 -4.74959 -0.02 0.01 0.00
H -6.22571 2.13194 -3.10128 -0.02 0.00 -0.01
H -6.15556 0.49066 -3.73784 0.00 -0.01 0.00
H -4.74156 1.75182 -1.18831 0.01 0.02 0.00
H -3.80787 3.46531 0.01641 -0.01 -0.05 -0.05
H -2.91922 3.67713 2.58750 -0.01 0.01 -0.02
H -1.05565 1.69322 2.79040 0.03 0.01 -0.08
H 3.88976 -0.00166 -3.39778 0.01 0.02 0.03
H 2.90255 -2.22276 -3.23601 0.05 0.05 0.00
H 3.19916 -3.80760 -1.02380 0.00 0.00 -0.02
H 2.13647 -2.30100 0.99545 -0.14 -0.04 -0.03
C -3.53137 -2.04518 -2.68091 0.00 -0.11 -0.06
N -3.64125 -1.79058 -1.25545 0.10 0.03 0.09
C -4.82191 -1.62336 -0.56694 -0.03 -0.01 0.01
C -4.50492 -1.60404 0.74852 -0.09 -0.11 -0.05
N -3.14715 -1.78373 0.87138 0.11 0.04 -0.13
B -2.40398 -2.31931 2.14894 -0.11 -0.17 0.00
N -2.17108 -1.18852 3.19299 0.28 0.05 0.07
C -3.02651 -0.81906 4.20267 -0.02 0.04 0.10
C -2.34229 -0.05314 5.08430 -0.08 0.01 0.00
N -1.05931 0.05427 4.59872 0.04 -0.04 -0.07
C 0.03338 0.77014 5.23850 0.08 0.03 0.01
C -0.97865 -0.63640 3.43817 -0.25 0.04 0.09
S 0.48003 -0.73483 2.51943 0.09 -0.08 -1.00
C -2.62827 -1.85374 -0.36055 -0.24 -0.01 -0.02
S -0.95931 -1.97919 -0.78243 0.46 0.96 0.75
H -4.32617 -1.51789 -3.20191 0.00 -0.01 0.02
H -3.61648 -3.11332 -2.87809 -0.03 0.00 0.01
H -2.56343 -1.70019 -3.03247 -0.02 -0.01 0.03
H -5.77284 -1.56655 -1.06701 0.01 -0.01 -0.01
H -5.15230 -1.52637 1.60388 0.03 -0.04 0.02
H -1.34041 -2.72754 1.81329 0.01 -0.07 0.00
H -3.09451 -3.16772 2.64405 -0.14 0.13 0.06
H -4.04702 -1.15567 4.24102 0.02 -0.06 -0.02
H -2.64650 0.40006 6.01106 0.03 -0.01 0.01
H -0.29102 1.08637 6.22547 -0.02 0.00 -0.01
H 0.31632 1.64572 4.65246 -0.03 0.01 0.00
H 0.90138 0.12311 5.33595 -0.02 -0.02 0.03
C 2.50139 5.81001 2.14589 0.04 0.01 -0.02
C 2.07851 4.46269 1.65221 -0.02 0.02 0.00
C 2.25077 3.30994 2.41156 0.00 0.02 -0.10
C 1.82918 2.08911 1.92239 0.36 0.08 -0.04
N 1.24552 1.94899 0.72546 -0.71 -0.77 0.19
C 1.10712 3.04761 -0.02715 -0.01 0.10 -0.01
C 1.50806 4.29821 0.39139 0.06 -0.03 0.02
H 2.55386 5.83754 3.23230 0.00 0.01 0.00
H 1.81820 6.58487 1.80138 0.00 0.00 0.02
H 3.49272 6.05510 1.75851 0.00 -0.02 0.00
H 2.71648 3.35668 3.38728 0.00 -0.01 0.00
H 1.97138 1.18930 2.50067 -0.07 0.05 0.00
H 0.66231 2.92127 -1.00075 -0.09 0.01 0.02
H 1.37443 5.14874 -0.26416 -0.04 -0.02 -0.01
```
Positions in Å, forces in eV/Å.

⟨S²⟩	0.789
total charge	+2
frontier orbital gap (spin up / spin down)	7.7 / 5.2	eV
HOMO level (spin up / spin down)	-12.816 / -12.776	eV
2S+1	2

| no. | electronic energy (eV) |
| --- | --- |
| 1 | -137258.8585 |
| 2 | -75936.1424 |